i:
Below is 10 unconnected molecules or ions with the total composition H19O10, with properties calculated with wB97M-V/def2-TZVPD.

Last columns: bonded neighbours and bond lengths (Å).
Element x y z (Å)
1 H 2.279 -1.057 0.761  O19 0.962
2 H 2.086 -1.994 -0.457  O19 0.940
3 H 0.001 0.574 -1.031  O13 0.947
4 O -0.202 -2.650 0.742  H11 0.997, H16 0.927
5 H 1.938 -0.247 -1.650  O28 0.987
6 O 1.409 0.477 1.190  H24 0.949, H29 0.908
7 H -2.325 2.367 0.041  O15 0.952
8 O 3.573 1.721 0.200  H21 0.978, H26 0.870
9 H 1.089 0.371 -3.913  O22 0.946
10 H -3.751 -1.868 -0.641  O12 0.880
11 H 0.596 -3.205 0.963  O4 0.997
12 O -3.744 -1.295 0.026  H10 0.880, H27 0.936
13 O -0.924 0.768 -0.983  H3 0.947, H23 0.887
14 H -2.889 -0.178 1.581  O25 0.969
15 O -1.901 2.349 0.893  H7 0.952, H18 1.065
16 H -0.228 -1.761 1.005  O4 0.927
17 H -2.334 0.987 2.464  O25 1.000
18 H -1.059 1.700 0.971  O15 1.065
19 O 2.503 -1.911 0.382  H1 0.962, H2 0.940
20 H 0.995 0.157 -2.445  O22 1.006
21 H 3.910 2.029 -0.665  O8 0.978
22 O 0.614 -0.183 -3.312  H9 0.946, H20 1.006
23 H -1.194 0.281 -1.674  O13 0.887
24 H 1.561 0.333 0.265  O6 0.949
25 O -2.994 0.236 2.450  H14 0.969, H17 1.000
26 H 2.747 1.833 -0.045  O8 0.870
27 H -2.911 -1.518 0.389  O12 0.936
28 O 1.535 0.552 -1.236  H5 0.987
29 H 0.526 0.680 1.258  O6 0.908

Values from the calculation:
HOMO: -0.2303 Ha
lowest unoccupied orbital energy: 3.17 eV
charge: -1
gap between HOMO and LUMO: 9.436 eV

---

ii:
Below is 10 unconnected molecules or ions with the total composition H19O10, with properties calculated with wB97M-V/def2-TZVPD.

Last columns: bonded neighbours and bond lengths (Å).
Element x y z (Å)
1 H -0.234 -0.925 2.599  O26 0.997
2 H 0.664 -1.496 -0.848  O25 0.881
3 H 0.087 0.906 -3.193  O20 1.009
4 H -2.257 -0.578 0.250  O23 0.868
5 H -2.833 0.438 1.045  O23 0.962
6 O 0.288 0.850 0.225  H22 0.853
7 H 2.920 -0.726 -3.275  O19 0.964
8 H 0.752 -0.051 -0.619  O25 1.098
9 H -0.871 0.050 -3.884  O20 0.918
10 H 1.361 1.435 3.141  O18 0.948
11 H 0.589 1.378 1.654  O18 1.008
12 H 3.337 -0.198 2.309  O15 1.110
13 H 2.523 -0.760 1.042  O15 0.979
14 H 2.827 -0.709 -1.686  O19 0.941
15 O 3.458 -0.697 1.326  H12 1.110, H13 0.979
16 H -2.634 -0.867 -1.758  O24 0.989
17 H -1.905 2.281 2.850  O28 0.998
18 O 0.579 1.222 2.649  H10 0.948, H11 1.008
19 O 3.321 -0.451 -2.443  H7 0.964, H14 0.941
20 O -0.353 0.779 -4.091  H3 1.009, H9 0.918
21 H -2.836 0.308 -2.702  O24 0.988
22 H -0.398 1.253 -0.081  O6 0.853
23 O -2.984 -0.106 0.266  H4 0.868, H5 0.962
24 O -3.116 -0.632 -2.589  H16 0.989, H21 0.988
25 O 1.312 -0.919 -0.994  H2 0.881, H8 1.098
26 O 0.236 -1.804 2.644  H1 0.997, H27 0.966
27 H 0.781 -1.750 1.848  O26 0.966
28 O -2.685 1.660 2.812  H17 0.998, H29 0.942
29 H -2.315 0.796 2.874  O28 0.942

Values from the calculation:
HOMO: -0.2371 Ha
lowest unoccupied orbital energy: 2.90 eV
charge: -1
gap between HOMO and LUMO: 9.351 eV

---

The most stable of them is ii.

---

i:
Below is 5 unconnected molecules or ions with the total composition C2H13NO4, with properties calculated with wB97M-V/def2-TZVPD.

Last columns: bonded neighbours and bond lengths (Å).
Element x y z (Å)
1 H -1.145 1.168 -0.088  O8 0.969
2 H -3.405 -0.123 1.612  O7 0.966
3 O 0.398 -1.152 -0.449  C11 1.343
4 H 3.932 1.202 -0.726  C15 1.092
5 H -2.692 0.270 0.246  O7 1.086
6 H -1.628 -1.637 -0.608  C11 1.107
7 O -2.572 -0.307 1.158  H2 0.966, H5 1.086
8 O -0.201 1.216 0.125  H1 0.969, H13 0.974
9 H 3.519 -0.310 1.050  N19 1.005
10 O -2.831 1.177 -0.712  H17 0.958
11 C -0.707 -1.778 -0.010  O3 1.343, H6 1.107, H16 1.119, H18 1.100
12 H 2.471 1.867 0.012  C15 1.101
13 H 0.106 0.425 -0.354  O8 0.974
14 H 1.954 -0.739 0.241  N19 1.013
15 C 2.894 0.975 -0.474  H4 1.092, H12 1.101, N19 1.437, H20 1.091
16 H -0.600 -2.887 -0.109  C11 1.119
17 H -3.649 1.584 -1.002  O10 0.958
18 H -0.908 -1.596 1.056  C11 1.100
19 N 2.765 -0.155 0.405  H9 1.005, H14 1.013, C15 1.437
20 H 2.298 0.803 -1.372  C15 1.091

Values from the calculation:
HOMO: -0.3249 Ha
lowest unoccupied orbital energy: -5.14 eV
gap between HOMO and LUMO: 3.705 eV

---

ii:
Below is 5 unconnected molecules or ions with the total composition C2H13NO4, with properties calculated with wB97M-V/def2-TZVPD.

Last columns: bonded neighbours and bond lengths (Å).
Element x y z (Å)
1 C -1.016 2.627 0.384  H4 1.082, H7 1.081, N8 1.476, H9 1.136
2 C -1.499 3.359 2.576  H3 1.135, N8 1.282, H10 1.081
3 H -2.616 3.511 2.449  C2 1.135
4 H -1.931 3.067 0.010  C1 1.082
5 H 5.189 -2.185 2.370  O14 0.954
6 H -3.082 -6.035 -2.741  O12 0.998
7 H -0.232 2.909 -0.305  C1 1.081
8 N -0.593 2.972 1.756  C1 1.476, C2 1.282
9 H -1.025 1.492 0.325  C1 1.136
10 H -1.328 3.679 3.595  C2 1.081
11 H 4.654 -3.310 -1.255  O13 1.012
12 O -3.508 -5.136 -2.661  H6 0.998, H16 0.961
13 O 4.413 -2.470 -0.744  H11 1.012, H19 0.977
14 O 4.957 -1.843 3.230  H5 0.954, H17 0.959
15 H -3.434 2.501 -4.153  O18 0.967
16 H -4.119 -5.035 -3.397  O12 0.961
17 H 5.353 -0.979 3.354  O14 0.959
18 O -3.124 2.382 -3.245  H15 0.967, H20 0.956
19 H 3.724 -2.757 -0.115  O13 0.977
20 H -3.872 2.596 -2.689  O18 0.956

Values from the calculation:
HOMO: -0.3541 Ha
SMILES: C=NC.O.O.O.O
lowest unoccupied orbital energy: 0.83 eV
gap between HOMO and LUMO: 10.464 eV

---

iii:
Below is 5 unconnected molecules or ions with the total composition C2H13NO4, with properties calculated with wB97M-V/def2-TZVPD.

Last columns: bonded neighbours and bond lengths (Å).
Element x y z (Å)
1 H -0.343 0.815 2.679  C17 1.090
2 O -3.704 0.981 -3.473  H6 0.960, H8 0.959
3 N -0.702 1.526 0.765  C17 1.281, C18 1.486
4 H 1.611 -1.464 -0.139  O16 0.969
5 H 0.538 -5.659 1.599  O12 0.964
6 H -3.933 0.479 -2.687  O2 0.960
7 H 2.637 -0.675 0.598  O16 0.961
8 H -3.072 0.476 -3.989  O2 0.959
9 H 1.699 -4.998 2.306  O12 0.962
10 H -0.157 2.870 -0.851  C18 1.090
11 O 0.773 -0.151 -1.228  H14 0.965, H19 0.965
12 O 1.501 -5.664 1.641  H5 0.964, H9 0.962
13 H -0.865 2.638 2.451  C17 1.099
14 H 0.945 -0.112 -2.176  O11 0.965
15 H 1.150 2.227 0.134  C18 1.088
16 O 2.303 -1.573 0.532  H4 0.969, H7 0.961
17 C -0.665 1.638 2.041  H1 1.090, N3 1.281, H13 1.099
18 C 0.129 2.603 0.166  N3 1.486, H10 1.090, H15 1.088, H20 1.103
19 H 0.092 0.529 -1.151  O11 0.965
20 H 0.061 3.514 0.783  C18 1.103

Values from the calculation:
HOMO: -0.3443 Ha
SMILES: C=NC.O.O.O.O
lowest unoccupied orbital energy: 0.19 eV
gap between HOMO and LUMO: 9.555 eV

---

iv:
Below is 5 unconnected molecules or ions with the total composition C2H13NO4, with properties calculated with wB97M-V/def2-TZVPD.

Last columns: bonded neighbours and bond lengths (Å).
Element x y z (Å)
1 H -0.650 -0.927 -0.752  N18 0.975
2 H -1.956 -0.452 3.170  O14 1.012
3 H -1.307 -2.401 -1.181  N18 1.059
4 O 0.657 2.664 -0.663  H7 1.024, H10 0.992
5 O -0.355 1.928 1.622  H15 0.892, H19 1.005
6 H 0.898 0.441 1.698  O8 0.949
7 H 0.678 3.614 -0.280  O4 1.024
8 O 0.646 -0.447 1.480  H6 0.949, H12 0.940
9 H -1.012 -0.297 1.717  O14 0.994
10 H -0.039 2.167 -0.161  O4 0.992
11 C 1.383 -1.323 -2.697  C13 1.333, H17 1.059, H20 1.132
12 H 0.868 -0.711 0.606  O8 0.940
13 C 0.366 -2.006 -2.171  C11 1.333, H16 1.232, N18 1.358
14 O -1.854 -0.129 2.216  H2 1.012, H9 0.994
15 H -0.504 2.756 1.323  O5 0.892
16 H 0.208 -3.100 -2.713  C13 1.232
17 H 2.071 -1.694 -3.411  C11 1.059
18 N -0.429 -1.815 -1.087  H1 0.975, H3 1.059, C13 1.358
19 H -1.129 1.399 1.987  O5 1.005
20 H 1.626 -0.248 -2.440  C11 1.132

Values from the calculation:
HOMO: -0.3104 Ha
SMILES: C=CN.O.O.O.O
lowest unoccupied orbital energy: 0.49 eV
gap between HOMO and LUMO: 8.939 eV

---

The most stable of them is ii.